Here is a 2-piece molecular cluster, C10H12N2OS overall at a distorted geometry from OMol25. Energies are from the ωB97M-V functional and the def2-TZVPD basis.

Structure (ORCA input):
```
! wB97M-V def2-TZVPD RIJCOSX def2/J DEFGRID3
* xyz 0 1
S -3.587 -1.661 -1.312
O -5.005 -1.768 -0.829
N 1.709 -3.281 -0.775
N -0.815 -0.115 -0.555
C -2.883 -0.615 -0.310
C 0.925 -1.286 0.523
C -0.189 -0.286 0.748
C 2.919 -3.045 -0.337
C 2.272 -1.128 1.000
C 3.204 -1.951 0.515
C 0.763 -2.334 -0.367
C -0.585 2.105 0.279
C 0.281 1.186 1.152
C -0.725 1.214 -1.013
H 3.711 -3.675 -0.808
H -1.401 1.728 -1.609
H 0.260 1.326 -1.589
H -1.620 2.256 0.825
H -3.331 -0.235 0.611
H 0.164 1.189 2.216
H 2.537 -0.539 1.775
H 1.352 1.260 0.859
H -0.188 -2.533 -0.680
H 4.212 -1.915 0.914
H -0.964 -0.630 1.521
H -0.210 3.138 0.106
*
```

Gap between HOMO and LUMO (alpha / beta): 8.5 / 8.5 eV
HOMO energy (alpha / beta): -9.07 / -9.07 eV
Energy above the lowest of the compared OMol25 structures with the same formula, charge and spin: 5.437 eV

Atom charges from the natural (NBO) analysis, given in e for atoms 1 to 8:
1. S 1.1355
2. O -0.8988
3. N -0.3995
4. N -0.3470
5. C -0.4052
6. C -0.0705
7. C -0.0993
8. C 0.0460



Here is C6H16NO4PV as an isolated structure at a distorted geometry from OMol25. Energies are from the ωB97M-V functional and the def2-TZVPD basis.

Structure (ORCA input):
```
! wB97M-V def2-TZVPD RIJCOSX def2/J DEFGRID3
* xyz 1 1
V -0.462 3.304 2.174
P 1.420 -1.981 -0.402
O 0.985 3.856 2.481
O -1.896 3.934 2.400
O -0.376 -0.120 0.225
O -1.237 -1.991 -0.750
N -2.973 0.447 -1.829
C 1.281 -2.411 1.365
C 2.838 -0.857 -0.631
C -2.156 1.186 -0.875
C 2.634 0.586 -0.163
C -1.713 0.361 0.323
C -0.180 -1.074 -0.782
H -1.281 1.632 -1.353
H -2.736 2.018 -0.459
H 1.771 1.022 -0.658
H 3.662 -1.309 -0.081
H 3.498 1.190 -0.427
H -2.436 -0.414 0.563
H 3.133 -0.880 -1.676
H -3.747 1.008 -2.156
H -1.674 1.020 1.199
H 0.291 -2.116 1.706
H -3.392 -0.360 -1.384
H 2.492 0.649 0.913
H 2.019 -1.879 1.959
H -0.081 -0.634 -1.781
H -1.058 -2.703 -1.374
H 1.374 -3.484 1.472
*
```

Gap between HOMO and LUMO: 2.5 eV
HOMO energy: -10.86 eV

Atom charges from the Löwdin analysis, given in e for atoms 1 to 8:
1. V 1.2502
2. P 1.0057
3. O -0.2232
4. O -0.2276
5. O -0.1757
6. O -0.0423
7. N 0.0226
8. C -0.2601



Here is one molecule with the formula C27H24F2N4O3S2 from OMol25. Energies are from the ωB97M-V functional and the def2-TZVPD basis.

Structure (ORCA input):
```
! wB97M-V def2-TZVPD RIJCOSX def2/J DEFGRID3
* xyz 0 1
S -1.232 -6.087 -5.262
S 0.041 -3.744 0.505
F -0.709 -7.752 -3.278
F 0.996 -6.634 -3.972
O 1.727 -1.371 -1.723
O -2.116 -0.355 -2.455
O 0.321 6.599 2.845
N -0.879 -1.417 1.245
N 1.194 3.945 2.083
N 1.990 -1.366 0.545
N -1.247 -1.900 -1.023
C -0.206 5.419 3.413
C -0.596 -3.626 -4.224
C 1.304 6.353 1.859
C 1.767 -1.944 -0.655
C -1.986 -5.030 -2.833
C 1.745 1.656 2.613
C -0.587 -2.653 -3.242
C 1.950 0.353 2.215
C 1.866 -0.004 0.874
C -2.193 1.618 -0.365
C 1.370 2.283 0.334
C 1.595 0.983 -0.065
C 1.091 5.029 1.131
C -2.260 2.459 0.723
C -1.282 -4.809 -4.007
C -1.383 -0.156 1.073
C -1.468 0.705 2.171
C 0.804 4.273 3.437
C 1.509 -3.444 -0.561
C -0.131 -7.244 -4.384
C -1.907 1.996 1.990
C -0.802 -2.188 0.231
C -1.734 -0.611 -1.338
C -1.263 -2.884 -2.051
C -1.975 -4.060 -1.849
C -1.763 0.301 -0.200
C 1.424 2.653 1.682
H 1.333 -3.854 -1.555
H 1.252 7.188 1.156
H -0.037 -1.737 -3.380
H 0.335 3.405 3.907
H -1.981 2.660 2.839
H 0.112 5.039 0.627
H 1.675 4.568 4.039
H -1.096 5.102 2.848
H 1.870 4.920 0.371
H -2.514 -4.216 -0.927
H -2.530 -5.949 -2.686
H 2.329 -3.975 -0.080
H 1.842 1.898 3.659
H -0.064 -3.474 -5.149
H 2.302 6.350 2.322
H -0.515 5.678 4.430
H -2.597 3.477 0.598
H 2.171 -0.402 2.957
H 0.128 -8.067 -5.063
H 1.999 -1.978 1.352
H -2.472 1.946 -1.355
H -1.181 0.331 3.140
H 1.127 3.011 -0.423
H 1.538 0.730 -1.111
*
```

Gap between HOMO and LUMO: 7.5 eV
HOMO energy: -7.40 eV
Energy above the lowest of the compared OMol25 structures with the same formula, charge and spin: 0.299 eV
SMILES: O=C(CSc1nc2ccccc2c(=O)n1-c1ccc(SC(F)F)cc1)Nc1ccc(N2CCOCC2)cc1

Atom charges from the natural (NBO) analysis, given in e for atoms 1 to 8:
1. S 0.1967
2. S 0.2430
3. F -0.3414
4. F -0.3387
5. O -0.6137
6. O -0.5782
7. O -0.5277
8. N -0.5050



| no. | electronic energy (eV) |
| --- | --- |
| 1 | -26421.545 |
| 2 | -51125.596 |
| 3 | -67597.871 |